(w)
ORCA calculation (ωB97M-V/def2-TZVPD) on C6H13NO4 in the gas phase.

**SMILES string**: CC(C)[C@H](O)[C@@](C)(O)[N+](=O)[O-]
**Charge**: 0
**LUMO level**: 0.231 eV

Geometry (Å):
C -1.28232 1.47476 0.84898
C -2.34900 -0.03431 -0.97566
C 2.17156 0.50482 -0.83881
C -1.01389 0.58357 -0.39409
C -0.08643 -0.65112 -0.26725
C 1.35950 -0.22224 0.21052
N 1.95268 -1.56007 0.48122
O 2.30047 -2.31481 -0.41741
O 2.03125 -1.81279 1.70162
O -0.59718 -1.56759 0.73567
O 1.46532 0.49716 1.37940
H -0.39359 1.57376 1.50545
H -2.10309 0.97077 1.54229
H -1.75640 2.48636 0.59787
H -2.99686 -0.66125 -0.21482
H -2.07847 -0.71407 -1.78991
H -3.12089 0.85358 -1.24240
H 3.19668 0.03858 -0.84972
H 2.29583 1.66971 -0.67640
H 1.80546 0.41361 -1.98905
H -0.57642 1.21939 -1.07182
H -0.00421 -1.26662 -1.10739
H -1.53466 -1.46193 0.72623
H 1.31467 -0.01926 2.10548

Atom charges from the natural (NBO) analysis, given in e for atoms 1 to 8: C -0.63; C -0.62; C -0.66; C -0.26; C 0.08; C 0.31; N 0.51; O -0.36

---

(x)
ORCA calculation (ωB97M-V/def2-TZVPD) on C6H13NO4 in the gas phase.

**SMILES string**: CC(C)(C)[C@@](O)(CO)[N+](=O)[O-]
**Charge**: 0
**LUMO level**: 0.162 eV

Geometry (Å):
C 1.67193 -0.91719 -0.53627
C 1.17162 0.73104 1.27835
C 0.95153 1.40282 -1.12520
C -1.14601 -1.22622 0.88327
C 0.77921 0.25425 -0.12429
C -0.69873 -0.19531 -0.14972
N -1.60389 0.97448 -0.09510
O -1.76381 1.43970 1.01768
O -2.11131 1.38804 -1.09852
O -2.45342 -1.68069 0.62163
O -0.95630 -0.85746 -1.64043
H 1.39477 -1.26999 -1.52315
H 2.70622 -0.58460 -0.55940
H 1.59693 -1.74058 0.16895
H 0.46204 1.45797 1.66657
H 2.14714 1.20697 1.22240
H 1.23826 -0.10141 1.97376
H 0.54195 2.33378 -0.73222
H 2.00710 1.56242 -1.32386
H 0.44984 1.16319 -2.05923
H -1.06868 -0.78391 1.88085
H -0.50232 -2.10450 0.81742
H -3.09052 -1.02901 0.93808
H -1.72355 -1.42380 -1.50159

Atom charges from the natural (NBO) analysis, given in e for atoms 1 to 8: C -0.60; C -0.62; C -0.62; C -0.12; C -0.09; C 0.37; N 0.49; O -0.41

---

Relative energy table, unit eV: (w) 1.069; (x) 0.000

---

(w)
ORCA calculation (ωB97M-V/def2-TZVPD) on 2 unconnected molecules or ions with the total composition C4H8NO2.

**Charge**: -1
**LUMO level**: 3.908 eV

Geometry (Å):
O 0.40784 -0.93084 2.14152
C 0.29263 -1.48032 1.02644
O -0.44660 -2.41909 0.68936
C 1.18429 -0.94363 -0.12252
C -0.63979 0.73490 -0.96937
C -1.33440 1.20296 0.33026
N 2.05256 0.03388 -0.39003
H 1.07996 -1.67308 -0.94171
H -1.28988 0.16107 -1.63115
H -0.10211 1.49973 -1.52093
H -2.36366 0.85970 0.36956
H -1.25736 2.29105 0.38927
H -0.66718 0.85302 1.12479
H 2.92324 -0.15653 0.11092
H 0.16047 -0.03283 -0.60641

Atom charges from the natural (NBO) analysis, given in e for atoms 1 to 8: O -0.74; C 0.65; O -0.74; C 0.12; C -0.49; C -0.65; N -0.89; H 0.14

---

(x)
ORCA calculation (ωB97M-V/def2-TZVPD) on a gas-phase ion, C4H8NO2 (charge -1).

**SMILES string**: CCCNC(=O)[O-]
**Charge**: -1
**LUMO level**: 3.665 eV

Geometry (Å):
C -0.32574 -0.26326 -0.04082
N -0.77257 0.06442 -1.38101
C -2.20147 -0.06238 -1.63700
O -2.59062 0.61136 -2.60965
O -2.77120 -0.94974 -0.97824
C 0.98605 0.41419 0.33840
C 1.59386 -0.22176 1.58011
H -0.17299 -1.33931 0.03519
H -1.07007 0.02612 0.70132
H -0.49093 0.99607 -1.68445
H 1.74069 0.38125 -0.45210
H 0.82947 1.50748 0.44983
H 0.87908 -0.27744 2.40823
H 1.90525 -1.22938 1.33397
H 2.46117 0.34239 1.93623

Atom charges from the natural (NBO) analysis, given in e for atoms 1 to 8: C -0.20; N -0.70; C 0.86; O -0.81; O -0.80; C -0.40; C -0.60; H 0.17

---

Relative energy table, unit eV: (w) 4.101; (x) 0.000

---

(w)
ORCA calculation (ωB97M-V/def2-TZVPD) on 12 unconnected molecules or ions with the total composition C5H32NO13.

**<S²>**: 0.755
**Charge**: 0
**LUMO level (spin up / spin down)**: -0.571 / -6.608 eV
**Spin multiplicity**: 2

Geometry (Å):
O 2.61038 0.66526 3.07022
C 1.43484 0.64907 2.73939
N 0.78967 1.77233 2.21781
C -0.64027 1.65244 1.53795
C -0.85999 2.52968 0.29063
C -1.92866 1.99685 -0.83391
O -1.77349 0.60977 -1.05185
C -1.60617 1.90900 2.65153
H 0.87500 -0.36132 2.92336
H 1.28008 2.50602 1.90500
H -0.76553 0.57441 1.26158
H 0.17396 2.68485 -0.12552
H -1.22936 3.48323 0.69393
H -2.99071 2.26922 -0.83770
H -1.54930 2.38005 -1.86138
H -2.44575 2.55142 2.29914
H -2.15925 1.05263 3.19520
H -1.18751 2.41081 3.46660
H -2.44562 0.68169 -4.32801
H -1.55431 1.41457 -3.35220
O -2.29836 1.58132 -4.00850
H 0.98785 -1.50028 0.49937
H 0.36856 -2.66404 1.44994
O 1.12680 -2.28017 0.97625
H 3.64721 0.04219 -0.58357
H 2.28649 -0.63541 -0.42347
O 3.37924 -0.85329 -0.45490
H 2.82808 -1.32356 -2.54335
H 2.63818 -2.53121 -3.50588
O 3.01711 -1.65085 -3.47086
H 0.15170 -3.26685 -1.12418
H -0.90053 -2.48076 -1.58442
O -0.81942 -3.40892 -1.19508
H -0.87596 -0.44005 -2.18067
H -2.40615 -0.66310 -2.69252
O -1.53933 -0.81323 -2.85203
H -2.90505 -3.60470 0.33391
H -1.46896 -3.71106 0.40111
O -2.22238 -3.43694 1.04081
H 3.95455 1.30348 0.74960
H 3.89105 2.70446 1.02654
O 4.55244 2.00374 0.83710
H -1.21655 -3.92106 2.70255
H -2.14472 -3.14545 3.50522
O -1.53518 -3.81575 3.68244
H 1.47763 1.78448 -2.45984
H 0.98090 0.92997 -1.38346
O 0.70948 1.80844 -1.92199
H -0.91786 0.29728 -0.59418
H 0.43096 0.37748 0.28095
O 0.79418 -0.11817 -0.36868

Atom charges from the natural (NBO) analysis, given in e for atoms 1 to 8: O -0.56; C 0.50; N -0.64; C -0.07; C -0.47; C -0.12; O -0.37; C -0.64

---

(x)
ORCA calculation (ωB97M-V/def2-TZVPD) on 12 unconnected molecules or ions with the total composition C5H32NO13.

**<S²>**: 0.758
**Charge**: 0
**LUMO level (spin up / spin down)**: -0.326 / -4.743 eV
**Spin multiplicity**: 2

Geometry (Å):
C -1.10952 -0.15387 -0.28410
N -0.02007 0.73653 -0.69721
C 0.94144 0.99708 0.36822
O 0.63413 0.85756 1.56231
O 2.00632 1.40849 -0.10692
C -2.32155 0.06856 -1.23353
C -2.69392 1.56090 -1.11672
C -2.95192 2.14079 0.35139
H -1.33196 0.01833 0.78244
H -0.79952 -1.21154 -0.26130
H 0.23402 0.92040 -1.66071
H -3.09252 -0.56723 -0.70898
H -2.01865 -0.24117 -2.22869
H -1.98066 2.30745 -1.59367
H -3.63107 1.72575 -1.62289
H -2.08145 2.61635 0.78772
H -3.46444 1.35040 0.92701
H -3.57014 2.98093 0.02965
H -0.08573 -0.03422 4.29040
H -1.05361 -0.34271 3.22371
O -0.78901 -0.67773 4.09138
H 1.48050 1.65897 -3.88418
H 2.63704 1.14879 -3.03517
O 2.07773 0.90745 -3.80643
H 1.58566 -2.16696 2.63463
H -0.02158 -1.92772 3.10939
O 0.64170 -2.36659 2.55669
H -2.29738 -1.18503 -4.28889
H -0.83846 -0.99849 -4.53903
O -1.57393 -1.56572 -4.80168
H 2.77894 2.81047 1.60383
H 3.81674 1.85161 2.06222
O 3.45528 2.71775 2.30043
H -1.97318 -3.18898 -1.46824
H -2.71800 -2.71587 -0.32110
O -2.82061 -2.73470 -1.28534
H 2.19288 -0.52102 2.24150
H 3.17379 -0.19052 3.46978
O 2.80233 -0.86687 2.90201
H -0.33819 -2.79134 -1.64585
H -0.57507 -2.35644 -3.11410
O -0.43993 -3.13012 -2.55677
H 4.61171 1.66243 -1.73820
H 3.12259 2.04720 -1.31483
O 3.78152 2.04600 -2.02502
H -0.34039 -3.95566 0.37003
H 0.48757 -2.78945 0.79879
O -0.20085 -3.03061 0.13433
H 1.05679 1.45657 3.08391
H 2.23328 2.03596 3.66797
O 1.38133 1.67782 3.98982

Atom charges from the natural (NBO) analysis, given in e for atoms 1 to 8: C -0.31; N -0.22; C 0.85; O -0.73; O -0.69; C -0.40; C -0.41; C -0.63

---

Relative energy table, unit eV: (w) 6.377; (x) 0.000